[1]
{"formula": "C15H14BrNO5S2", "method": "wB97M-V/def2-TZVPD", "elements": ["C", "O", "C", "O", "C", "C", "C", "C", "N", "C", "O", "C", "C", "S", "O", "O", "C", "C", "C", "C", "Br", "S", "C", "C", "H", "H", "H", "H", "H", "H", "H", "H", "H", "H", "H", "H", "H", "H"], "xyz": [[-8.471, -2.375, -0.945], [-7.343, -1.517, -0.889], [-6.547, -1.669, 0.184], [-6.770, -2.479, 1.052], [-5.395, -0.743, 0.176], [-5.194, 0.185, -0.843], [-4.109, 1.037, -0.812], [-3.202, 0.969, 0.244], [-2.093, 1.810, 0.353], [-1.578, 2.649, -0.579], [-2.064, 2.894, -1.660], [-0.263, 3.297, -0.131], [0.910, 2.404, -0.503], [0.823, 0.856, 0.465], [0.118, -0.146, -0.276], [0.352, 1.173, 1.791], [2.520, 0.342, 0.618], [3.347, 0.521, 1.685], [4.638, 0.002, 1.465], [4.749, -0.557, 0.226], [6.276, -1.354, -0.497], [3.281, -0.471, -0.692], [-3.399, 0.037, 1.265], [-4.483, -0.810, 1.229], [-9.110, -2.220, -0.073], [-8.153, -3.419, -0.965], [-9.002, -2.120, -1.859], [-5.896, 0.236, -1.660], [-3.953, 1.752, -1.602], [-1.524, 1.632, 1.174], [-0.169, 4.254, -0.649], [-0.262, 3.464, 0.947], [1.861, 2.871, -0.255], [0.884, 2.116, -1.551], [3.025, 0.998, 2.592], [5.440, 0.035, 2.179], [-2.686, -0.018, 2.075], [-4.648, -1.538, 2.010]], "forces_ev_per_a": [[-0.2, -0.3, 0.2], [0.3, 0.3, -0.1], [-0.2, -0.2, 0.1], [0.0, 0.1, -0.1], [0.2, 0.2, 0.0], [-0.1, -0.2, 0.3], [0.1, 0.2, -0.1], [-0.4, -0.2, -0.2], [-0.1, -0.1, 0.4], [0.3, 0.5, 0.3], [-0.1, 0.0, -0.3], [-0.3, -0.1, -0.1], [0.0, -0.5, 0.4], [0.9, -0.2, 0.0], [0.1, -0.1, -0.4], [0.2, 0.3, 0.3], [-0.5, 0.1, -0.3], [-0.4, 0.1, -0.1], [0.1, -0.2, -0.4], [-0.3, 0.1, -0.2], [-0.1, 0.0, 0.0], [0.5, 0.0, 0.4], [0.0, 0.1, -0.1], [-0.2, 0.0, -0.1], [0.0, 0.0, -0.1], [-0.1, 0.1, 0.0], [0.0, 0.0, 0.0], [0.0, 0.0, -0.1], [0.0, 0.0, 0.0], [-0.1, 0.2, -0.2], [0.0, -0.1, 0.0], [0.0, 0.1, 0.0], [0.1, 0.0, 0.0], [0.1, -0.1, -0.1], [-0.1, 0.1, 0.2], [0.1, 0.0, 0.1], [0.1, 0.0, 0.1], [0.0, 0.0, 0.1]], "max_force_ev_per_a": 0.9, "relative_energy_ev": 0.150, "smiles": "COC(=O)c1ccc(NC(=O)CCS(=O)(=O)c2ccc(Br)s2)cc1", "e_lumo_ev": -0.150, "gap_ev": 8.432}

=====

[2]
{"formula": "C15H14Cl4N2O4PdSi", "method": "wB97M-V/def2-TZVPD", "elements": ["Pd", "N", "N", "C", "O", "O", "H", "H", "H", "Cl", "C", "C", "Cl", "C", "Cl", "C", "O", "C", "O", "C", "Cl", "C", "Si", "C", "C", "C", "C", "C", "C", "C", "H", "H", "H", "H", "H", "H", "H", "H", "H", "H", "H"], "xyz": [[-0.392, -0.710, -0.616], [-1.646, -2.886, -0.565], [-3.023, -2.703, -0.457], [-3.474, -1.297, -0.486], [-4.585, -1.104, -0.055], [-2.623, -0.520, -0.965], [-1.370, -3.045, -1.540], [-1.257, -3.611, 0.035], [-3.485, -3.246, 0.262], [6.617, -2.084, -1.614], [4.917, -2.249, -1.507], [4.354, -3.542, -1.415], [5.367, -4.912, -1.555], [2.999, -3.693, -1.193], [2.301, -5.254, -1.028], [2.146, -2.574, -1.057], [0.933, -2.667, -0.720], [2.698, -1.238, -1.356], [1.898, -0.277, -1.457], [4.109, -1.132, -1.503], [4.776, 0.448, -1.632], [-0.723, 2.388, -1.864], [-0.054, 1.664, -0.179], [1.529, 2.706, 0.228], [-1.261, 1.973, 1.314], [-1.109, 1.331, 2.538], [-1.963, 1.615, 3.591], [-2.989, 2.530, 3.423], [-3.159, 3.157, 2.200], [-2.304, 2.874, 1.151], [-0.648, 3.471, -1.881], [-1.762, 2.111, -2.021], [-0.148, 2.002, -2.704], [1.261, 3.754, 0.358], [2.245, 2.637, -0.586], [2.024, 2.379, 1.137], [-0.311, 0.608, 2.676], [-1.827, 1.119, 4.542], [-3.658, 2.749, 4.241], [-3.959, 3.868, 2.059], [-2.446, 3.364, 0.201]], "forces_ev_per_a": [[-1.1, 1.2, 0.3], [1.3, 0.2, -0.6], [-1.1, 0.7, -0.2], [0.6, -2.5, 1.1], [-0.9, 0.4, 0.0], [1.8, 2.0, -0.5], [-0.4, -0.5, 0.6], [-0.3, 0.3, -0.2], [0.2, 0.1, -0.2], [-0.3, 0.0, 0.0], [0.1, 2.5, -0.1], [-1.8, -1.7, 0.4], [-0.2, 0.2, 0.0], [1.8, -1.8, -0.4], [0.0, 0.3, 0.0], [-3.7, -0.2, 0.8], [3.6, 0.2, -0.6], [-2.1, 2.4, 0.0], [1.3, -1.9, 0.3], [2.1, 0.0, -0.2], [-0.2, -0.3, 0.0], [0.2, -0.5, 1.0], [-1.2, 0.7, -0.5], [-0.3, -1.2, -0.2], [0.8, -0.6, -1.2], [0.2, 0.0, 0.0], [0.0, -0.1, 0.1], [0.0, 0.0, 0.0], [-0.1, 0.1, 0.0], [0.0, 0.1, 0.0], [0.1, 0.2, 0.1], [-0.1, -0.1, 0.1], [0.1, -0.1, 0.0], [-0.3, 0.0, 0.0], [0.1, 0.0, -0.1], [0.1, -0.1, 0.2], [0.0, 0.0, 0.0], [0.0, 0.0, 0.1], [-0.1, 0.0, 0.1], [-0.1, 0.0, 0.0], [-0.1, 0.1, -0.2]], "max_force_ev_per_a": 3.8, "e_lumo_ev": [-3.969, -3.929], "gap_ev": [3.530, 3.613]}